(1)
Density functional theory data (ωB97M-V/def2-TZVPD) for C43H30BrF9N6OPSTaTe as an isolated structure at a distorted geometry.

Output
Orbital gap (alpha / beta) = 0.1269 / 0.1265 Ha
Charge = +2
LUMO energy (alpha / beta) = -8.52 / -8.52 eV
ΔE to the lowest compared entry with this formula, charge and spin = 0.000 eV
Total energy = -179513.967 eV
HOMO (alpha / beta) = -11.97 / -11.97 eV

Atoms and positions in Å:
Ta1 0.492 -0.052 -0.251
F1 -2.602 -6.763 -1.507
C1 -2.053 -6.019 -0.489
C2 -2.809 -5.816 0.675
F2 -3.908 -6.540 0.862
C3 -2.509 -4.760 1.494
F3 -3.323 -4.572 2.569
C4 -1.414 -3.880 1.240
P1 -1.225 -2.044 1.683
C5 -0.362 -1.824 3.314
C6 0.277 -0.677 3.660
C7 0.677 -0.386 4.975
C8 0.520 -1.350 5.983
C9 -0.172 -2.524 5.669
C10 -0.557 -2.762 4.351
C11 -2.920 -1.637 1.947
C12 -3.629 -1.015 0.894
C13 -4.912 -0.496 1.160
C14 -5.444 -0.553 2.478
C15 -4.848 -1.336 3.463
C16 -3.559 -1.864 3.214
C17 -0.536 -4.270 0.238
Br1 1.228 -3.711 0.111
C18 -0.942 -5.223 -0.726
F4 -0.150 -5.350 -1.852
H1 1.357 1.001 3.060
H2 0.987 0.618 5.208
H3 0.774 -1.107 7.008
H4 -0.301 -3.391 6.308
H5 -0.869 -3.753 4.048
H6 -3.150 -0.879 -0.033
H7 -5.516 -0.120 0.357
H8 -6.292 0.017 2.780
H9 -5.382 -1.607 4.391
H10 -3.012 -2.429 3.912
C19 5.153 -1.514 3.118
C20 4.979 -0.214 2.608
C21 3.776 0.186 2.031
C22 2.720 -0.694 1.927
C23 2.848 -1.990 2.441
C24 4.092 -2.435 2.999
N1 1.406 -0.342 1.468
N2 0.668 0.322 2.623
C25 -0.416 1.251 2.163
C26 -1.150 1.980 3.064
C27 -2.216 2.835 2.680
C28 -2.674 2.785 1.362
C29 -1.910 2.072 0.430
C30 -0.843 1.239 0.828
H11 6.081 -1.909 3.549
H12 5.875 0.460 2.544
H13 3.688 1.239 1.671
H14 2.029 -2.643 2.315
H15 4.175 -3.426 3.316
H16 -0.827 1.950 4.118
H17 -2.647 3.438 3.472
H18 -3.522 3.372 1.041
H19 -2.068 2.180 -0.604
S1 2.598 -0.756 -1.712
C31 1.735 0.350 -2.773
N3 2.004 0.305 -4.130
N4 2.420 -0.896 -4.598
C32 2.133 -1.167 -5.969
C33 1.013 -0.546 -6.563
C34 0.970 -0.585 -7.935
C35 1.887 -1.299 -8.704
C36 2.899 -1.974 -8.055
C37 2.999 -1.950 -6.696
N5 0.760 1.170 -2.251
N6 1.256 1.746 -1.023
C38 1.281 3.125 -0.964
C39 0.813 4.013 -2.012
C40 1.209 5.298 -1.995
C41 2.143 5.780 -1.042
C42 2.469 5.023 0.044
C43 1.867 3.763 0.171
H20 3.144 -1.388 -4.046
H21 0.300 -0.054 -5.863
H22 0.183 -0.006 -8.487
H23 1.671 -1.285 -9.771
H24 3.531 -2.611 -8.594
H25 3.850 -2.480 -6.245
H26 0.115 3.560 -2.722
H27 0.802 5.903 -2.821
H28 2.591 6.700 -1.257
H29 3.183 5.315 0.833
H30 2.072 3.851 2.030
F5 -5.169 6.274 -5.013
Te1 -3.891 7.655 -4.479
F6 -2.525 6.409 -4.685
F7 -4.514 7.286 -2.757
F8 -2.407 8.697 -3.671
F9 -0.544 -1.406 -0.968
O1 2.017 3.108 1.365

Here are the Löwdin charges for atoms 1 to 2, given in e: 1.70 0.11



(2)
Density functional theory data (ωB97M-V/def2-TZVPD) for C43H30Cl2CoF4N8O2SSi as an isolated structure at a distorted geometry.

Output
Orbital gap (alpha / beta) = 0.1887 / 0.1336 Ha
Charge = +1
<S²> = 6.124
LUMO energy (alpha / beta) = -4.23 / -6.31 eV
Multiplicity = 5
ΔE to the lowest compared entry with this formula, charge and spin = 0.572 eV
Total energy = -153341.417 eV
HOMO (alpha / beta) = -9.36 / -9.95 eV

Atoms and positions in Å:
Co1 0.689 0.470 0.144
C1 1.758 3.060 1.198
Si1 0.587 2.380 2.490
C2 -0.807 3.593 2.746
C3 1.598 1.991 4.031
N1 -0.122 0.859 1.815
C4 -1.121 0.226 2.460
C5 -1.459 0.558 3.815
C6 -2.535 0.015 4.449
C7 -3.360 -0.905 3.780
C8 -3.070 -1.286 2.485
C9 -1.961 -0.766 1.830
O1 -1.614 -1.173 0.600
C10 -2.627 -1.504 -0.318
C11 -2.623 -2.759 -0.895
C12 -3.579 -3.061 -1.856
C13 -4.528 -2.117 -2.225
C14 -4.525 -0.864 -1.624
C15 -3.577 -0.555 -0.661
H1 2.042 4.074 1.496
H2 1.306 3.133 0.205
H3 2.681 2.477 1.124
H4 -0.500 4.394 3.423
H5 -1.707 3.129 3.153
H6 -1.076 4.050 1.790
H7 2.664 2.028 3.786
H8 1.389 1.013 4.468
H9 1.419 2.745 4.803
H10 -0.842 1.270 4.343
H11 -2.758 0.296 5.471
H12 -4.223 -1.324 4.281
H13 -3.695 -2.000 1.969
H14 -1.888 -3.491 -0.589
H15 -3.581 -4.045 -2.308
H16 -5.277 -2.360 -2.969
H17 -5.259 -0.119 -1.903
H18 -3.578 0.419 -0.183
Cl1 4.055 1.524 -3.253
C16 4.271 0.770 -1.738
C17 5.548 0.395 -1.318
C18 5.742 -0.218 -0.102
Cl2 7.326 -0.657 0.371
C19 4.646 -0.493 0.775
C20 4.728 -1.135 2.024
C21 3.576 -1.355 2.737
C22 2.350 -0.923 2.224
N2 2.251 -0.295 1.067
C23 3.379 -0.094 0.347
C24 3.158 0.534 -0.917
O2 1.942 0.802 -1.232
H19 6.392 0.587 -1.968
H20 5.690 -1.447 2.408
H21 3.603 -1.850 3.698
H22 1.430 -1.092 2.770
N3 1.429 -1.163 -3.540
C25 1.120 -2.235 -2.802
S1 1.066 -2.110 -1.099
N4 0.830 -3.338 -3.512
C26 0.501 -4.684 -3.172
C27 0.822 -5.320 -1.977
C28 0.426 -6.636 -1.771
C29 -0.258 -7.336 -2.752
C30 -0.540 -6.711 -3.957
C31 -0.167 -5.396 -4.166
H23 1.473 -0.273 -3.076
H24 1.291 -1.159 -4.539
H25 0.782 -3.182 -4.508
H26 1.393 -4.811 -1.222
H27 0.674 -7.114 -0.832
H28 -0.555 -8.363 -2.583
H29 -1.055 -7.247 -4.746
H30 -0.404 -4.909 -5.107
F1 -4.369 2.808 -4.377
C32 -3.643 1.712 -4.574
C33 -3.770 1.057 -5.771
F2 -4.616 1.554 -6.660
C34 -3.036 -0.110 -6.099
C35 -2.179 -0.552 -5.070
C36 -2.072 0.097 -3.878
F3 -1.286 -0.459 -2.944
C37 -2.766 1.277 -3.566
C38 -2.585 1.942 -2.304
C39 -1.526 1.619 -1.473
N5 -0.639 1.355 -0.779
C40 -3.493 2.898 -1.767
N6 -4.208 3.639 -1.246
F4 -1.444 -1.658 -5.221
C41 -3.171 -0.786 -7.340
C42 -2.431 -1.962 -7.649
N7 -1.839 -2.920 -7.899
C43 -4.070 -0.383 -8.365
N8 -4.790 -0.127 -9.229

Here are the Löwdin charges for atoms 1 to 2, given in e: 0.45 -0.16



(3)
Density functional theory data (ωB97M-V/def2-TZVPD) for C43H30IN5O2PScSe2 as an isolated structure.

Output
Orbital gap = 0.2534 Ha
LUMO energy = 0.03 eV
ΔE to the lowest compared entry with this formula, charge and spin = 0.394 eV
Total energy = -225414.400 eV
HOMO = -6.87 eV

Atoms and positions in Å:
Sc1 0.153 -0.372 0.339
C1 2.558 -3.713 -1.690
C2 1.817 -2.525 -1.541
N1 0.962 -2.350 -0.566
C3 0.768 -3.349 0.347
C4 1.524 -4.529 0.323
C5 2.426 -4.693 -0.753
C6 1.367 -5.476 1.367
C7 0.495 -5.203 2.378
C8 -0.299 -4.032 2.383
C9 -0.226 -3.120 1.355
N2 -0.950 -1.951 1.193
C10 -2.230 -1.757 1.646
C11 -3.093 -2.690 2.191
C12 -4.423 -2.359 2.535
C13 -4.935 -1.113 2.330
C14 -4.104 -0.133 1.731
C15 -4.563 1.160 1.400
C16 -3.742 2.043 0.760
C17 -2.427 1.644 0.474
N3 -1.958 0.465 0.802
C18 -2.773 -0.447 1.407
H1 3.241 -3.812 -2.522
H2 1.952 -1.691 -2.220
H3 3.010 -5.604 -0.816
H4 1.957 -6.383 1.360
H5 0.391 -5.899 3.202
H6 -0.959 -3.846 3.216
H7 -2.763 -3.706 2.329
H8 -5.049 -3.130 2.966
H9 -5.956 -0.865 2.587
H10 -5.583 1.430 1.648
H11 -4.075 3.031 0.473
H12 -1.745 2.320 -0.032
Se1 -1.603 -0.769 -2.119
P1 -0.350 0.806 -2.855
Se2 1.398 1.113 -1.611
C19 -1.281 2.366 -3.007
C20 -0.613 3.588 -3.032
C21 -1.326 4.771 -3.169
C22 -2.710 4.743 -3.279
C23 -3.380 3.528 -3.247
C24 -2.670 2.343 -3.108
C25 0.175 0.438 -4.558
C26 -0.808 0.153 -5.506
C27 -0.454 -0.137 -6.811
C28 0.887 -0.151 -7.181
C29 1.866 0.130 -6.243
C30 1.512 0.428 -4.931
H13 0.465 3.611 -2.930
H14 -0.799 5.716 -3.188
H15 -3.265 5.667 -3.387
H16 -4.459 3.501 -3.324
H17 -3.193 1.396 -3.049
H18 -1.853 0.144 -5.216
H19 -1.223 -0.359 -7.540
H20 1.163 -0.385 -8.201
H21 2.911 0.121 -6.528
H22 2.275 0.649 -4.196
I1 -2.263 2.928 5.136
C31 -1.022 3.071 3.479
C32 -0.739 4.295 2.894
C33 0.077 4.310 1.777
C34 0.555 3.109 1.278
N4 0.271 1.928 1.830
C35 -0.496 1.917 2.925
H23 -1.144 5.211 3.302
H24 0.334 5.239 1.286
H25 1.173 3.082 0.389
H26 -0.700 0.944 3.354
O1 3.982 -0.006 -0.008
C36 3.446 -0.206 1.057
N5 2.090 -0.407 1.291
C37 1.894 -0.593 2.642
O2 0.791 -0.729 3.149
C38 3.213 -0.561 3.349
C39 3.546 -0.715 4.679
C40 4.897 -0.624 5.007
C41 5.860 -0.385 4.027
C42 5.503 -0.230 2.689
C43 4.163 -0.324 2.380
H27 2.789 -0.902 5.429
H28 5.207 -0.743 6.037
H29 6.902 -0.319 4.313
H30 6.240 -0.040 1.920

Here are the Löwdin charges for atoms 1 to 2, given in e: 0.71 -0.03



(4)
Density functional theory data (ωB97M-V/def2-TZVPD) for C43H31N9OSn as an isolated structure.

Output
Orbital gap = 0.2484 Ha
LUMO energy = -0.38 eV
ΔE to the lowest compared entry with this formula, charge and spin = 0.000 eV
Total energy = -66384.892 eV
HOMO = -7.14 eV

Atoms and positions in Å:
Sn1 0.307 0.336 -0.216
C1 -4.698 1.525 -1.562
C2 -5.546 0.826 -0.723
C3 -5.003 0.030 0.271
C4 -3.616 -0.059 0.388
N1 -2.808 0.622 -0.422
C5 -3.333 1.398 -1.359
C6 -2.979 -0.849 1.480
C7 -3.719 -1.742 2.254
C8 -3.105 -2.377 3.319
C9 -1.782 -2.097 3.601
C10 -1.101 -1.208 2.772
N2 -1.687 -0.614 1.734
C11 0.305 -0.838 3.075
C12 1.201 -1.769 3.590
C13 2.470 -1.344 3.948
C14 2.795 -0.007 3.793
C15 1.854 0.836 3.222
N3 0.639 0.437 2.866
H1 -5.084 2.165 -2.344
H2 -6.620 0.911 -0.821
H3 -5.653 -0.488 0.960
H4 -2.620 1.950 -1.962
H5 -4.758 -1.941 2.039
H6 -3.664 -3.065 3.940
H7 -1.289 -2.534 4.458
H8 0.923 -2.811 3.665
H9 3.191 -2.055 4.332
H10 3.770 0.366 4.077
H11 2.081 1.880 3.032
O1 2.154 -3.852 0.178
C16 1.915 -2.637 0.107
N4 0.776 -2.048 -0.227
C17 -0.279 -2.925 -0.657
C18 -1.080 -2.325 -1.784
C19 -2.257 -2.929 -2.224
C20 -2.914 -2.411 -3.324
C21 -2.372 -1.309 -3.976
C22 -1.218 -0.755 -3.457
N5 -0.600 -1.234 -2.380
C23 3.037 -1.657 0.368
C24 4.327 -2.150 0.540
C25 5.374 -1.257 0.683
C26 5.100 0.104 0.661
C27 3.787 0.505 0.501
N6 2.778 -0.351 0.364
H12 0.149 -3.872 -1.014
H13 -0.949 -3.179 0.177
H14 -2.641 -3.800 -1.709
H15 -3.833 -2.862 -3.678
H16 -2.840 -0.895 -4.858
H17 -0.758 0.119 -3.909
H18 4.461 -3.222 0.554
H19 6.390 -1.613 0.789
H20 5.888 0.838 0.763
H21 3.515 1.556 0.475
N7 3.029 9.447 -5.348
C28 2.705 8.500 -4.782
C29 2.296 7.323 -4.081
C30 1.420 6.421 -4.684
C31 1.052 5.269 -4.012
C32 1.529 5.012 -2.731
C33 2.369 5.938 -2.120
C34 2.761 7.083 -2.788
C35 1.162 3.754 -2.023
C36 1.872 2.605 -2.403
C37 2.967 2.578 -3.313
C38 3.348 1.262 -3.443
C39 2.472 0.521 -2.624
N8 1.601 1.305 -1.999
C40 0.141 3.844 -1.082
C41 -0.730 4.958 -0.868
C42 -1.587 4.588 0.141
C43 -1.193 3.281 0.528
N9 -0.185 2.834 -0.198
H22 1.035 6.631 -5.672
H23 0.382 4.560 -4.481
H24 2.720 5.752 -1.113
H25 3.424 7.797 -2.317
H26 3.405 3.435 -3.800
H27 4.150 0.862 -4.041
H28 2.431 -0.552 -2.494
H29 -0.720 5.886 -1.418
H30 -2.395 5.163 0.564
H31 -1.598 2.671 1.326

Here are the Löwdin charges for atoms 1 to 2, given in e: 1.40 -0.05



(5)
Density functional theory data (ωB97M-V/def2-TZVPD) for C43H33BaBrN4O2PSe2Te2 as an isolated structure.

Output
Orbital gap = 0.1611 Ha
Charge = -1
LUMO energy = 1.08 eV
ΔE to the lowest compared entry with this formula, charge and spin = 0.170 eV
Total energy = -280491.195 eV
HOMO = -3.31 eV

Atoms and positions in Å:
Ba1 -0.162 1.121 1.171
Br1 -0.310 0.709 -6.652
C1 -0.545 0.234 -4.834
C2 -1.050 -1.017 -4.515
C3 -1.213 -1.356 -3.183
C4 -0.901 -0.457 -2.166
C5 -0.374 0.782 -2.515
C6 -0.194 1.133 -3.843
N1 -1.051 -0.740 -0.791
C7 -1.783 -1.678 -0.361
C8 -1.908 -2.022 1.058
C9 -2.739 -3.074 1.403
C10 -2.833 -3.444 2.740
C11 -2.104 -2.738 3.672
C12 -1.311 -1.671 3.246
N2 -1.203 -1.334 1.966
H1 -1.300 -1.722 -5.296
H2 -1.565 -2.349 -2.933
H3 -0.099 1.514 -1.762
H4 0.224 2.097 -4.100
H5 -2.392 -2.307 -1.020
H6 -3.288 -3.606 0.636
H7 -3.464 -4.270 3.041
H8 -2.148 -2.982 4.724
H9 -0.712 -1.101 3.950
C13 0.782 -4.062 -1.225
C14 1.439 -2.984 -1.796
C15 2.028 -2.014 -0.991
C16 1.976 -2.113 0.397
C17 1.311 -3.208 0.961
C18 0.724 -4.174 0.163
P1 2.601 -0.802 1.543
C19 4.006 -1.706 2.321
C20 4.515 -1.223 3.525
C21 5.602 -1.839 4.132
C22 6.190 -2.951 3.548
C23 5.689 -3.443 2.349
C24 4.607 -2.824 1.740
C25 3.383 0.366 0.390
C26 4.700 0.237 -0.063
C27 5.211 1.151 -0.971
C28 4.396 2.182 -1.424
C29 3.090 2.290 -0.957
C30 2.517 1.409 -0.019
H10 0.325 -4.818 -1.853
H11 1.493 -2.889 -2.875
H12 2.531 -1.165 -1.442
H13 1.249 -3.288 2.042
H14 0.214 -5.014 0.620
H15 4.035 -0.370 3.992
H16 5.980 -1.453 5.070
H17 7.034 -3.436 4.025
H18 6.143 -4.311 1.885
H19 4.226 -3.215 0.805
H20 5.330 -0.572 0.293
H21 6.232 1.061 -1.323
H22 4.784 2.904 -2.136
H23 2.495 3.124 -1.337
Se1 1.358 0.007 5.147
Te1 0.128 2.112 4.686
Te2 -2.483 1.417 5.069
Se2 -3.199 1.846 2.714
O1 -6.615 -1.657 -2.886
C31 -5.943 -0.632 -3.461
O2 -6.069 -0.433 -4.637
C32 -5.074 0.200 -2.568
C33 -4.282 1.168 -3.174
C34 -3.440 1.960 -2.415
C35 -3.372 1.792 -1.033
C36 -4.170 0.835 -0.414
C37 -5.016 0.055 -1.182
N3 -2.430 2.525 -0.262
C38 -2.369 3.778 -0.390
C39 -1.355 4.622 0.281
C40 -1.482 6.000 0.195
C41 -0.545 6.802 0.831
C42 0.487 6.193 1.520
C43 0.540 4.803 1.545
N4 -0.358 4.034 0.948
H24 -6.406 -1.709 -1.949
H25 -4.328 1.270 -4.250
H26 -2.784 2.677 -2.894
H27 -4.112 0.732 0.666
H28 -5.636 -0.662 -0.653
H29 -3.100 4.324 -0.999
H30 -2.310 6.432 -0.353
H31 -0.622 7.880 0.789
H32 1.243 6.773 2.030
H33 1.334 4.285 2.072

Here are the Löwdin charges for atoms 1 to 2, given in e: 1.31 0.73



Question: ΔE to the lowest compared entry with this formula, charge and spin of number 5 (C43H33BaBrN4O2PSe2Te2)?
Answer: 0.170 eV



Question: total energy of number 5 (C43H33BaBrN4O2PSe2Te2)?
Answer: -280491.195 eV



Question: What is the total energy in the first record?
Answer: -179513.967 eV